Record 1
DFT (wB97M-V/def2-TZVPD) results for a cluster of 11 separate species, C44H72O22S3 in total at a distorted geometry.

Its SMILES is O=S1(=O)CCCC1.O=S1(=O)CCCC1.O=S1(=O)CCCC1.O=C1CCCO1.O=C1CCCO1.O=C1CCCO1.O=C1CCCO1.O=C1CCCO1.O=C1CCCO1.O=C1CCCO1.O=C1CCCO1. For the electronic energy, the calculation gives -4569.67562 Ha. Its spin multiplicity is 1. The calculation puts the HOMO-LUMO gap at 9.159 eV. As for the LUMO energy: -0.12 eV.

Bonds (Å) are listed after each position.
Cartesian coordinates (Å):
1 O 13.2128 9.3436 14.2598  S2 1.415
2 S 14.5903 9.2272 14.5601  O1 1.415, O3 1.470, C4 1.715, C7 1.760
3 O 15.1262 7.9274 14.9894  S2 1.470
4 C 15.4120 9.9509 13.2397  S2 1.715, C5 1.513, H8 1.083, H9 1.099
5 C 15.0498 11.4171 13.3264  C4 1.513, C6 1.579, H10 1.093, H11 1.089
6 C 15.0163 11.8111 14.8548  C5 1.579, C7 1.531, H12 1.099, H13 1.089
7 C 14.9695 10.5258 15.6862  S2 1.760, C6 1.531, H14 1.096, H15 1.094
8 H 15.1189 9.5310 12.2850  C4 1.083
9 H 16.4916 9.7687 13.3291  C4 1.099
10 H 15.8447 11.9967 12.8507  C5 1.093
11 H 14.0660 11.5110 12.8689  C5 1.089
12 H 14.0933 12.3666 15.0730  C6 1.099
13 H 15.8050 12.5106 15.1295  C6 1.089
14 H 14.1789 10.5441 16.4452  C7 1.096
15 H 15.8884 10.2487 16.2105  C7 1.094
16 O 15.4696 10.8652 10.2309  S17 1.425
17 S 16.8258 11.2113 9.9643  O16 1.425, O18 1.439, C19 1.726, C22 1.815
18 O 17.7418 11.4055 11.0565  S17 1.439
19 C 17.5387 9.9934 8.9708  S17 1.726, C20 1.591, H23 1.095, H24 1.086
20 C 18.3933 10.8270 7.9189  C19 1.591, C21 1.504, H25 1.103, H26 1.085
21 C 17.4532 11.9170 7.4836  C20 1.504, C22 1.518, H27 1.097, H28 1.088
22 C 16.9264 12.5600 8.7533  S17 1.815, C21 1.518, H29 1.101, H30 1.084
23 H 16.7275 9.4490 8.4767  C19 1.095
24 H 18.1270 9.2892 9.5518  C19 1.086
25 H 19.2815 11.2221 8.4392  C20 1.103
26 H 18.7521 10.1587 7.1431  C20 1.085
27 H 16.5925 11.5350 6.9210  C21 1.097
28 H 17.9156 12.6453 6.8210  C21 1.088
29 H 15.9207 13.0019 8.6777  C22 1.101
30 H 17.6231 13.2869 9.1557  C22 1.084
31 O 12.8982 20.7435 10.2685  S32 1.425
32 S 12.6116 19.7431 11.2418  O31 1.425, O33 1.418, C34 1.751, C37 1.710
33 O 13.5986 18.7376 11.4043  S32 1.418
34 C 12.1261 20.4894 12.7492  S32 1.751, C35 1.541, H38 1.098, H39 1.088
35 C 10.5956 20.3423 12.8442  C34 1.541, C36 1.548, H40 1.094, H41 1.093
36 C 10.3294 18.9314 12.2664  C35 1.548, C37 1.552, H42 1.086, H43 1.097
37 C 11.1017 19.0071 10.9226  S32 1.710, C36 1.552, H44 1.099, H45 1.090
38 H 12.4714 21.5291 12.6741  C34 1.098
39 H 12.6374 19.9720 13.5581  C34 1.088
40 H 10.3137 20.4033 13.8994  C35 1.094
41 H 10.1334 21.2095 12.3652  C35 1.093
42 H 9.2677 18.7500 12.1276  C36 1.086
43 H 10.7270 18.1662 12.9446  C36 1.097
44 H 10.5720 19.6163 10.1763  C37 1.099
45 H 11.2511 18.0254 10.4721  C37 1.090
46 O 9.3045 14.9350 10.0113  C47 1.174
47 C 9.4758 15.4663 8.9789  O46 1.174, C48 1.542, O51 1.368
48 C 8.9507 16.8184 8.4548  C47 1.542, C49 1.514, H52 1.087, H53 1.094
49 C 9.1007 16.6644 6.9557  C48 1.514, C50 1.521, H54 1.087, H55 1.087
50 C 10.2814 15.7106 6.8538  C49 1.521, O51 1.433, H56 1.078, H57 1.095
51 O 10.1983 14.8487 7.9951  C47 1.368, C50 1.433
52 H 7.9285 16.9869 8.7824  C48 1.087
53 H 9.5472 17.5902 8.9501  C48 1.094
54 H 8.1588 16.3189 6.5360  C49 1.087
55 H 9.3757 17.6237 6.5246  C49 1.087
56 H 10.2248 15.1122 5.9591  C50 1.078
57 H 11.1927 16.3173 6.8883  C50 1.095
58 O 11.7156 18.8043 7.8923  C59 1.226
59 C 12.8929 18.5239 7.6993  O58 1.226, C60 1.502, O63 1.353
60 C 14.0857 19.3424 7.2933  C59 1.502, C61 1.512, H64 1.096, H65 1.103
61 C 15.2590 18.4108 7.4942  C60 1.512, C62 1.494, H66 1.088, H67 1.092
62 C 14.6563 17.0445 7.5196  C61 1.494, O63 1.453, H68 1.097, H69 1.071
63 O 13.3034 17.2706 8.0002  C59 1.353, C62 1.453
64 H 13.8839 19.6102 6.2500  C60 1.096
65 H 14.1456 20.2611 7.9008  C60 1.103
66 H 16.0224 18.5457 6.7310  C61 1.088
67 H 15.7552 18.6645 8.4334  C61 1.092
68 H 14.6689 16.5316 6.5497  C62 1.097
69 H 15.2247 16.5124 8.2550  C62 1.071
70 O 11.3614 10.0416 8.0735  C71 1.228
71 C 11.4770 9.4983 9.1689  O70 1.228, C72 1.491, O75 1.348
72 C 12.7569 9.3401 9.9172  C71 1.491, C73 1.525, H76 1.079, H77 1.108
73 C 12.4533 8.1836 10.8637  C72 1.525, C74 1.501, H78 1.094, H79 1.085
74 C 11.0012 8.4649 11.1189  C73 1.501, O75 1.455, H80 1.089, H81 1.092
75 O 10.4580 8.9473 9.8582  C71 1.348, C74 1.455
76 H 13.5987 9.1623 9.2662  C72 1.079
77 H 12.9502 10.2384 10.5366  C72 1.108
78 H 12.5662 7.2004 10.3979  C73 1.094
79 H 13.0931 8.2254 11.7391  C73 1.085
80 H 10.4848 7.5406 11.3725  C74 1.089
81 H 10.8734 9.2241 11.8933  C74 1.092
82 O 9.0106 8.8375 16.9866  C83 1.226
83 C 9.5071 9.8402 16.4845  O82 1.226, C84 1.524, O87 1.376
84 C 10.2065 10.0089 15.1404  C83 1.524, C85 1.537, H88 1.100, H89 1.097
85 C 11.0448 11.2845 15.3178  C84 1.537, C86 1.542, H90 1.090, H91 1.102
86 C 10.2353 12.0465 16.3862  C85 1.542, O87 1.450, H92 1.084, H93 1.092
87 O 9.5684 11.0287 17.1745  C83 1.376, C86 1.450
88 H 10.7184 9.0892 14.8213  C84 1.100
89 H 9.4114 10.0829 14.3884  C84 1.097
90 H 12.0643 11.0458 15.6189  C85 1.090
91 H 11.0574 11.9101 14.4101  C85 1.102
92 H 10.9131 12.4633 17.1220  C86 1.084
93 H 9.5240 12.7852 16.0114  C86 1.092
94 O 13.0729 16.9071 14.2932  C95 1.239
95 C 12.2349 16.5610 15.1380  O94 1.239, C96 1.506, O99 1.369
96 C 11.8478 15.2314 15.7302  C95 1.506, C97 1.560, H100 1.091, H101 1.083
97 C 10.9362 15.6268 16.9330  C96 1.560, C98 1.522, H102 1.083, H103 1.093
98 C 10.3590 16.9349 16.4124  C97 1.522, O99 1.419, H104 1.071, H105 1.083
99 O 11.4498 17.5203 15.7182  C95 1.369, C98 1.419
100 H 11.2725 14.7340 14.9484  C96 1.091
101 H 12.6867 14.6483 16.0893  C96 1.083
102 H 10.2083 14.8472 17.1202  C97 1.083
103 H 11.5106 15.8219 17.8426  C97 1.093
104 H 9.4736 16.7746 15.8307  C98 1.071
105 H 10.1012 17.5768 17.2462  C98 1.083
106 O 7.7545 12.4659 14.2324  C107 1.247
107 C 7.6100 11.9648 13.0994  O106 1.247, C108 1.508, O111 1.366
108 C 7.5710 12.6143 11.7395  C107 1.508, C109 1.539, H112 1.104, H113 1.104
109 C 8.0620 11.4418 10.8714  C108 1.539, C110 1.526, H114 1.081, H115 1.112
110 C 7.5346 10.2459 11.6583  C109 1.526, O111 1.432, H116 1.092, H117 1.091
111 O 7.5458 10.6012 13.0456  C107 1.366, C110 1.432
112 H 6.5014 12.8705 11.6433  C108 1.104
113 H 8.1788 13.5356 11.7133  C108 1.104
114 H 7.5574 11.3668 9.9180  C109 1.081
115 H 9.1684 11.4927 10.7750  C109 1.112
116 H 6.5339 9.9329 11.3533  C110 1.092
117 H 8.1817 9.3710 11.5834  C110 1.091
118 O 17.7473 18.1279 12.6731  C119 1.230
119 C 17.1127 17.1173 12.9713  O118 1.230, C120 1.512, O123 1.337
120 C 16.0821 16.3416 12.1828  C119 1.512, C121 1.524, H124 1.088, H125 1.102
121 C 16.0072 15.0262 12.9494  C120 1.524, C122 1.511, H126 1.090, H127 1.093
122 C 16.4761 15.4139 14.3327  C121 1.511, O123 1.434, H128 1.080, H129 1.098
123 O 17.2961 16.5809 14.1821  C119 1.337, C122 1.434
124 H 15.1917 16.9653 12.2325  C120 1.088
125 H 16.3662 16.2485 11.1226  C120 1.102
126 H 14.9957 14.6199 12.9279  C121 1.090
127 H 16.6687 14.2903 12.4857  C121 1.093
128 H 15.5817 15.6314 14.8970  C122 1.080
129 H 17.0320 14.5913 14.8013  C122 1.098
130 O 11.6913 12.0138 11.9988  C131 1.238
131 C 12.1759 13.0521 11.5292  O130 1.238, C132 1.491, O135 1.341
132 C 12.7382 13.2132 10.1573  C131 1.491, C133 1.516, H136 1.075, H137 1.090
133 C 13.4368 14.5506 10.3053  C132 1.516, C134 1.485, H138 1.094, H139 1.096
134 C 12.6384 15.2652 11.3330  C133 1.485, O135 1.456, H140 1.095, H141 1.095
135 O 12.1618 14.2067 12.2115  C131 1.341, C134 1.456
136 H 13.4166 12.4290 9.8741  C132 1.075
137 H 11.9036 13.2664 9.4585  C132 1.090
138 H 14.4657 14.3630 10.6260  C133 1.094
139 H 13.4805 15.0935 9.3544  C133 1.096
140 H 13.1574 15.9977 11.9605  C134 1.095
141 H 11.7839 15.7711 10.8718  C134 1.095

***

Record 2
DFT (wB97M-V/def2-TZVPD) results for a cluster of 11 separate species, C44H73N7O8S4 in total at a distorted geometry.

Its SMILES is O=S1(=O)CCCC1.O=S1(=O)CCCC1.O=S1(=O)CCCC1.O=S1(=O)CCCC1.c1cc[nH]c1.c1cc[nH]c1.c1cc[nH]c1.c1cc[nH]c1.CCCC#N.CCCC#N.CCCC#N. For the electronic energy, the calculation gives -4298.02807 Ha. Its spin multiplicity is 1. The calculation puts the HOMO-LUMO gap at 7.890 eV. As for the LUMO energy: -0.08 eV.

Bonds (Å) are listed after each position.
Cartesian coordinates (Å):
1 O -14.3096 -12.8009 3.4062  S2 1.504
2 S -15.0966 -12.3036 2.2244  O1 1.504, O3 1.453, C4 1.851, C7 1.825
3 O -14.3712 -11.8737 1.0417  S2 1.453
4 C -16.3226 -13.5742 1.6675  S2 1.851, C5 1.599, H8 1.090, H9 1.090
5 C -17.5653 -13.2188 2.6088  C4 1.599, C6 1.539, H10 1.090, H11 1.090
6 C -17.7006 -11.6911 2.4758  C5 1.539, C7 1.608, H12 1.090, H13 1.090
7 C -16.2716 -11.0583 2.8560  S2 1.825, C6 1.608, H14 1.090, H15 1.090
8 H -15.8792 -14.5672 1.7418  C4 1.090
9 H -16.5145 -13.2865 0.6338  C4 1.090
10 H -18.5056 -13.7011 2.3418  C5 1.090
11 H -17.3895 -13.4130 3.6669  C5 1.090
12 H -18.3576 -11.1592 3.1639  C6 1.090
13 H -17.8788 -11.3452 1.4576  C6 1.090
14 H -16.3352 -10.9777 3.9412  C7 1.090
15 H -16.1813 -10.1408 2.2746  C7 1.090
16 O -23.8775 -17.7402 6.8382  S17 1.452
17 S -23.5644 -16.8285 5.7521  O16 1.452, O18 1.496, C19 1.898, C22 1.878
18 O -24.4407 -16.5535 4.5706  S17 1.496
19 C -23.1010 -15.1294 6.4593  S17 1.898, C20 1.472, H23 1.090, H24 1.090
20 C -21.9755 -14.7182 5.6050  C19 1.472, C21 1.531, H25 1.090, H26 1.090
21 C -21.0110 -15.9015 5.4929  C20 1.531, C22 1.530, H27 1.090, H28 1.090
22 C -21.8221 -17.1466 5.1271  S17 1.878, C21 1.530, H29 1.090, H30 1.090
23 H -22.7232 -15.3596 7.4555  C19 1.090
24 H -23.9761 -14.4866 6.5544  C19 1.090
25 H -22.5071 -14.3888 4.7122  C20 1.090
26 H -21.3829 -13.8900 5.9934  C20 1.090
27 H -20.6212 -16.0378 6.5016  C21 1.090
28 H -20.1313 -15.8100 4.8558  C21 1.090
29 H -21.4303 -18.0350 5.6224  C22 1.090
30 H -21.8330 -17.4563 4.0821  C22 1.090
31 O -23.1361 -2.4475 3.9545  S32 1.448
32 S -23.1217 -3.1098 2.6666  O31 1.448, O33 1.458, C34 1.876, C37 1.879
33 O -23.7143 -2.5522 1.4563  S32 1.458
34 C -21.4396 -3.7712 2.1641  S32 1.876, C35 1.528, H38 1.090, H39 1.090
35 C -21.3716 -5.2595 2.5021  C34 1.528, C36 1.548, H40 1.090, H41 1.090
36 C -22.5181 -5.5911 3.4882  C35 1.548, C37 1.531, H42 1.090, H43 1.090
37 C -23.7640 -4.8425 3.0065  S32 1.879, C36 1.531, H44 1.090, H45 1.090
38 H -20.7183 -3.1372 2.6796  C34 1.090
39 H -21.4775 -3.7459 1.0750  C34 1.090
40 H -21.3392 -5.9188 1.6347  C35 1.090
41 H -20.4200 -5.6057 2.9054  C35 1.090
42 H -22.4110 -5.4246 4.5600  C36 1.090
43 H -22.7657 -6.6521 3.5229  C36 1.090
44 H -24.5171 -4.7578 3.7900  C37 1.090
45 H -24.0660 -5.5051 2.1954  C37 1.090
46 O -25.3967 -15.0068 -1.0021  S47 1.468
47 S -24.8589 -15.9289 0.0055  O46 1.468, O48 1.422, C49 1.866, C52 1.903
48 O -23.7524 -16.7900 -0.2293  S47 1.422
49 C -24.6675 -15.0692 1.6509  S47 1.866, C50 1.526, H53 1.090, H54 1.090
50 C -26.1130 -14.9579 2.1276  C49 1.526, C51 1.588, H55 1.090, H56 1.090
51 C -27.1482 -15.9247 1.4091  C50 1.588, C52 1.487, H57 1.090, H58 1.090
52 C -26.3449 -16.9233 0.6557  S47 1.903, C51 1.487, H59 1.090, H60 1.090
53 H -24.0364 -14.1910 1.5149  C49 1.090
54 H -24.0782 -15.7100 2.3068  C49 1.090
55 H -26.3078 -15.1157 3.1884  C50 1.090
56 H -26.4212 -13.9189 2.0112  C50 1.090
57 H -27.6985 -15.3127 0.6944  C51 1.090
58 H -27.8207 -16.3690 2.1429  C51 1.090
59 H -26.9223 -17.4522 -0.1025  C52 1.090
60 H -26.0882 -17.6070 1.4649  C52 1.090
61 C -17.8571 -7.6760 4.3865  C62 1.395, C65 1.417, H66 1.080
62 C -18.6485 -7.9353 3.2671  C61 1.395, C63 1.361, H67 1.080
63 C -18.0563 -7.2078 2.2809  C62 1.361, N64 1.390, H68 1.080
64 N -17.1311 -6.3243 2.8253  C63 1.390, C65 1.368, H69 1.010
65 C -16.9015 -6.6608 4.1317  C61 1.417, N64 1.368, H70 1.080
66 H -17.9572 -8.1363 5.3584  C61 1.080
67 H -19.4356 -8.6743 3.2416  C62 1.080
68 H -18.2720 -7.1209 1.2262  C63 1.080
69 H -16.5538 -5.5911 2.4390  N64 1.010
70 H -16.1230 -6.1127 4.6415  C65 1.080
71 C -18.9700 -10.8310 6.1956  C72 1.334, C75 1.410, H76 1.080
72 C -18.5773 -10.4220 7.4031  C71 1.334, C73 1.455, H77 1.080
73 C -17.9004 -11.5483 8.0283  C72 1.455, N74 1.414, H78 1.080
74 N -18.1564 -12.6976 7.2454  C73 1.414, C75 1.387, H79 1.010
75 C -18.8796 -12.2371 6.1550  C71 1.410, N74 1.387, H80 1.080
76 H -19.3156 -10.1541 5.4283  C71 1.080
77 H -18.5949 -9.4263 7.8210  C72 1.080
78 H -17.3001 -11.6377 8.9217  C73 1.080
79 H -17.8673 -13.6633 7.3072  N74 1.010
80 H -19.1298 -12.9347 5.3693  C75 1.080
81 C -24.6319 -10.0294 -0.7385  C82 1.470, C85 1.390, H86 1.080
82 C -25.7797 -10.7544 -1.3034  C81 1.470, C83 1.399, H87 1.080
83 C -25.2586 -11.8812 -1.9482  C82 1.399, N84 1.408, H88 1.080
84 N -23.8568 -11.9137 -1.8250  C83 1.408, C85 1.416, H89 1.010
85 C -23.5020 -10.7608 -1.0838  C81 1.390, N84 1.416, H90 1.080
86 H -24.4656 -9.1445 -0.1421  C81 1.080
87 H -26.8326 -10.5269 -1.2249  C82 1.080
88 H -25.8056 -12.5286 -2.6176  C83 1.080
89 H -23.3610 -12.7233 -2.1700  N84 1.010
90 H -22.4485 -10.7116 -0.8514  C85 1.080
91 C -18.6735 -9.4647 -3.0170  C92 1.436, C95 1.436, H96 1.080
92 C -18.8191 -9.9758 -4.3514  C91 1.436, C93 1.404, H97 1.080
93 C -20.1879 -9.8786 -4.6467  C92 1.404, N94 1.407, H98 1.080
94 N -20.8397 -9.4772 -3.4664  C93 1.407, C95 1.380, H99 1.010
95 C -19.9675 -9.3447 -2.4055  C91 1.436, N94 1.380, H100 1.080
96 H -17.7565 -9.5266 -2.4497  C91 1.080
97 H -18.0380 -10.2265 -5.0538  C92 1.080
98 H -20.7122 -9.9170 -5.5901  C93 1.080
99 H -21.8417 -9.3909 -3.3734  N94 1.010
100 H -20.3350 -9.0894 -1.4226  C95 1.080
101 C -21.4838 -11.4838 2.9121  C102 1.447, H106 1.090, H107 1.090, H108 1.090
102 C -22.7956 -10.8869 2.7887  C101 1.447, C103 1.505, H109 1.090, H110 1.090
103 C -22.7592 -9.4008 2.5541  C102 1.505, C104 1.462, H111 1.090, H112 1.090
104 C -21.7090 -8.8793 1.6816  C103 1.462, N105 1.181
105 N -20.9232 -8.3807 0.9546  C104 1.181
106 H -21.5872 -12.5686 2.9365  C101 1.090
107 H -21.0394 -11.2484 3.8792  C101 1.090
108 H -20.8209 -11.1055 2.1339  C101 1.090
109 H -23.2079 -11.0314 3.7873  C102 1.090
110 H -23.4113 -11.4434 2.0821  C102 1.090
111 H -22.6368 -8.9043 3.5167  C103 1.090
112 H -23.7502 -9.1485 2.1769  C103 1.090
113 C -28.9829 -6.5666 4.7004  C114 1.547, H118 1.090, H119 1.090, H120 1.090
114 C -29.0174 -6.5032 3.1552  C113 1.547, C115 1.536, H121 1.090, H122 1.090
115 C -27.6706 -6.0642 2.5602  C114 1.536, C116 1.485, H123 1.090, H124 1.090
116 C -26.6322 -7.1261 2.5540  C115 1.485, N117 1.119
117 N -25.8572 -7.9318 2.6117  C116 1.119
118 H -28.9857 -5.5736 5.1499  C113 1.090
119 H -28.1260 -7.1093 5.0996  C113 1.090
120 H -29.9542 -6.9414 5.0233  C113 1.090
121 H -29.8508 -5.8314 2.9499  C114 1.090
122 H -29.3422 -7.3798 2.5947  C114 1.090
123 H -27.2905 -5.4008 3.3371  C115 1.090
124 H -27.6715 -5.4322 1.6722  C115 1.090
125 C -23.7120 -11.3055 7.7005  C126 1.552, H130 1.090, H131 1.090, H132 1.090
126 C -22.7094 -10.9520 8.8306  C125 1.552, C127 1.494, H133 1.090, H134 1.090
127 C -22.3498 -9.5043 8.7398  C126 1.494, C128 1.480, H135 1.090, H136 1.090
128 C -21.3111 -9.1464 9.7308  C127 1.480, N129 1.179
129 N -20.4605 -8.9040 10.5104  C128 1.179
130 H -24.7118 -10.8751 7.7564  C125 1.090
131 H -23.7626 -12.3888 7.8094  C125 1.090
132 H -23.1733 -11.3290 6.7532  C125 1.090
133 H -21.8828 -11.6552 8.7280  C126 1.090
134 H -23.0635 -11.2771 9.8089  C126 1.090
135 H -23.1606 -8.8319 9.0202  C127 1.090
136 H -22.1311 -9.1773 7.7233  C127 1.090